{"formula": "C4H5N3O2S", "method": "the ωB97M-V functional and the def2-TZVPD basis", "elements": ["C", "C", "C", "C", "N", "N", "N", "O", "O", "S", "H", "H", "H", "H", "H"], "positions_angstrom": [[-0.44, 2.35, 0.16], [0.33, 1.18, -0.11], [-1.62, 0.72, 0.54], [-0.26, -1.26, 0.13], [-1.68, 2.02, 0.56], [-2.91, -0.47, 0.90], [-0.45, 0.12, 0.25], [-5.28, -0.85, 0.13], [-3.92, 0.76, -1.18], [-4.02, -0.14, -0.04], [-0.35, 3.44, 0.10], [1.31, 0.94, -0.52], [0.82, -1.64, -0.02], [-0.54, -1.67, 1.00], [-0.84, -1.60, -0.63]], "lowdin_charge": [-0.13, -0.04, -0.28, -0.02, 0.10, -0.12, -0.10, -0.31, -0.29, 0.71, 0.11, 0.12, 0.14, 0.06, 0.06], "orbital_gap_ev": 9.1, "e_above_lowest_kcal_mol": 85.8, "homo_ev": -9.2}

***

{"formula": "C4H5N3O3", "method": "the ωB97M-V functional and the def2-TZVPD basis", "elements": ["C", "C", "C", "C", "N", "N", "N", "O", "O", "O", "H", "H", "H", "H", "H"], "positions_angstrom": [[1.14, -0.71, -1.11], [2.12, -1.48, -1.76], [-0.75, -0.28, 0.15], [-0.32, 1.16, -0.07], [3.00, -0.77, -2.38], [0.38, -1.19, -0.14], [0.02, 1.20, -1.51], [0.53, -2.23, 0.67], [0.86, 2.15, -1.79], [3.93, -1.41, -2.99], [2.06, -2.62, -1.74], [-1.07, -0.44, 1.20], [-1.61, -0.45, -0.63], [-1.20, 1.65, 0.11], [0.57, 1.39, 0.44]], "lowdin_charge": [-0.07, -0.26, -0.20, -0.28, -0.21, -0.34, -0.17, -0.30, -0.29, -0.35, 0.10, 0.10, 0.12, 0.06, 0.09], "orbital_gap_ev": [5.3, 5.3], "e_above_lowest_kcal_mol": 56.4, "homo_ev": [1.4, 1.4], "charge": -2}

***

{"formula": "C4H5N3O3S", "method": "the ωB97M-V functional and the def2-TZVPD basis", "elements": ["C", "C", "C", "C", "N", "N", "N", "O", "O", "O", "S", "H", "H", "H", "H", "H"], "positions_angstrom": [[0.78, -1.47, 0.10], [2.63, 0.03, 0.49], [-0.65, 0.09, -0.96], [-2.68, 1.47, 0.31], [1.76, -0.79, 0.24], [-0.43, -0.99, -0.24], [3.84, 0.48, 0.05], [4.78, -0.28, 0.28], [3.90, 1.63, -0.31], [-2.86, -1.20, -0.38], [-2.52, 0.13, -1.02], [1.03, -2.58, 0.06], [-3.52, 0.91, 0.82], [-3.07, 2.40, -0.20], [-1.70, 1.74, 0.85], [-1.28, -1.56, -0.08]], "lowdin_charge": [-0.19, 0.08, -0.16, -0.23, 0.14, -0.08, -0.45, 0.07, 0.08, -0.59, 0.87, 0.18, 0.06, 0.05, 0.07, 0.08], "orbital_gap_ev": 8.2, "e_above_lowest_kcal_mol": 191.4, "homo_ev": -9.2}

***

{"formula": "C4H5N3OS", "method": "the ωB97M-V functional and the def2-TZVPD basis", "elements": ["C", "C", "C", "C", "N", "N", "N", "O", "S", "H", "H", "H", "H", "H"], "positions_angstrom": [[1.16, 0.54, 0.12], [1.05, -0.80, 0.13], [0.18, 1.54, -0.07], [-1.10, 1.28, -0.28], [-2.28, -0.23, 1.04], [2.33, -1.11, -0.28], [-0.75, -1.63, -0.52], [2.59, 0.35, -0.09], [-1.82, -0.37, -0.39], [0.49, 2.63, 0.18], [-1.81, 2.10, -0.27], [-2.84, -0.97, 1.47], [3.03, -1.61, 0.40], [-0.22, -1.73, -1.45]], "lowdin_charge": [-0.23, -0.08, -0.12, -0.25, -0.36, 0.06, -0.21, -0.03, 0.77, 0.15, 0.08, 0.00, 0.17, 0.06], "orbital_gap_ev": 7.4, "e_above_lowest_kcal_mol": 248.2, "homo_ev": -8.2}

***

{"formula": "C4H5N3OS", "method": "the ωB97M-V functional and the def2-TZVPD basis", "elements": ["C", "C", "C", "C", "N", "N", "N", "O", "S", "H", "H", "H", "H", "H"], "positions_angstrom": [[0.76, -2.19, -1.11], [-0.92, -0.41, 0.06], [1.13, -1.38, 0.94], [1.76, -1.52, 2.11], [0.55, -1.92, -2.22], [0.24, -0.37, 0.59], [-1.22, 2.77, -1.55], [-1.49, 0.68, -0.29], [-1.02, 2.24, 0.02], [-1.61, -1.36, -0.20], [1.90, -0.69, 2.78], [2.24, -2.36, 2.45], [-0.38, 3.00, -1.94], [-1.92, 3.50, -1.65]], "lowdin_charge": [-0.20, -0.35, -0.08, 0.05, -0.02, 0.02, -0.27, -0.40, 0.92, 0.20, 0.08, 0.03, -0.01, 0.04], "orbital_gap_ev": 8.2, "e_above_lowest_kcal_mol": 174.6, "homo_ev": -9.3}

***

{"formula": "C4H5N3S", "method": "the ωB97M-V functional and the def2-TZVPD basis", "elements": ["C", "C", "C", "C", "N", "N", "N", "S", "H", "H", "H", "H", "H"], "positions_angstrom": [[0.46, 2.46, 0.00], [1.83, 0.70, -0.04], [-0.04, 0.25, -0.59], [0.36, -1.99, -0.18], [1.70, 1.99, 0.01], [-0.52, 1.57, -0.26], [-0.41, -0.97, 0.07], [2.76, -0.58, 0.09], [0.35, 3.52, 0.06], [0.09, -3.05, 0.25], [0.99, -1.99, -1.11], [-1.55, 1.73, -0.12], [-0.96, -1.02, 0.89]], "lowdin_charge": [-0.19, -0.77, -0.15, -0.12, 0.00, 0.01, -0.08, 0.71, 0.12, 0.12, 0.06, 0.17, 0.13], "orbital_gap_ev": [7.2, 7.2], "e_above_lowest_kcal_mol": 115.8, "homo_ev": [-7.0, -7.0]}

***

{"formula": "C4H5N5O", "method": "the ωB97M-V functional and the def2-TZVPD basis", "elements": ["O", "C", "C", "C", "N", "N", "N", "C", "N", "N", "H", "H", "H", "H", "H"], "positions_angstrom": [[2.60, 0.32, 0.12], [1.69, -0.30, -0.29], [1.51, -1.73, -0.94], [0.00, -1.50, -0.75], [0.29, -0.16, -0.34], [-0.57, 0.89, 0.46], [-0.62, 1.56, 1.75], [-1.64, 2.33, 1.53], [-2.24, 2.18, 0.32], [-1.53, 1.34, -0.33], [1.63, -1.69, -1.96], [2.04, -2.44, -0.26], [-0.57, -1.48, -1.61], [-0.44, -2.09, -0.01], [-2.14, 2.77, 2.30]], "lowdin_charge": [0.14, -0.42, 0.00, -0.14, 0.06, -0.05, 0.14, -0.24, 0.01, 0.01, 0.08, 0.14, 0.09, 0.11, 0.07], "orbital_gap_ev": 11.2, "smiles": "O=C1CCN1n1ncnn1", "e_above_lowest_kcal_mol": 76.9, "homo_ev": -10.5}

***

{"formula": "C4H5N5O4S", "method": "the ωB97M-V functional and the def2-TZVPD basis", "elements": ["N", "C", "N", "C", "C", "N", "C", "N", "O", "S", "O", "O", "N", "O", "H", "H", "H", "H", "H"], "positions_angstrom": [[-1.12, -0.60, -2.64], [-0.71, -0.19, -1.40], [-0.13, -1.14, -0.65], [0.31, -0.73, 0.63], [0.49, 0.55, 1.16], [0.73, 0.40, 2.49], [0.88, -0.87, 2.71], [0.64, -1.61, 1.58], [0.62, -2.98, 1.44], [0.49, 1.89, 0.02], [1.75, 1.99, -0.59], [-0.19, 3.12, 0.35], [-0.67, 1.12, -1.05], [-1.40, 2.11, -1.69], [-1.00, -1.63, -2.51], [-1.93, -0.13, -2.92], [1.29, -1.12, 3.76], [0.96, -3.07, 0.48], [-1.00, 2.88, -1.17]], "lowdin_charge": [0.17, -0.43, 0.14, -0.27, -0.29, 0.08, -0.14, -0.08, 0.06, 0.78, -0.22, -0.27, -0.16, 0.00, 0.13, 0.08, 0.17, 0.16, 0.09], "orbital_gap_ev": 9.2, "smiles": "NC1=Nc2c(ncn2O)S(=O)(=O)N1O", "e_above_lowest_kcal_mol": 44.9, "homo_ev": -8.7}

***

{"formula": "C4H5NO", "method": "the ωB97M-V functional and the def2-TZVPD basis", "elements": ["C", "C", "N", "C", "C", "O", "H", "H", "H", "H", "H"], "positions_angstrom": [[1.90, 1.37, 0.17], [0.98, 0.67, -0.13], [-0.07, -0.20, -0.17], [-1.13, 0.21, 0.75], [-0.07, -1.35, -0.87], [-1.00, -2.13, -0.84], [2.67, 2.13, 0.05], [-1.11, 1.33, 0.57], [-2.07, -0.26, 0.27], [-1.00, -0.23, 1.63], [0.92, -1.53, -1.44]], "lowdin_charge": [0.12, -0.19, -0.15, 0.00, -0.32, 0.03, 0.04, 0.12, 0.12, 0.05, 0.16], "orbital_gap_ev": 10.2, "smiles": "C#CN(C)C=O", "e_above_lowest_kcal_mol": 62.8, "homo_ev": -9.4}

***

{"formula": "C4H5NO", "method": "the ωB97M-V functional and the def2-TZVPD basis", "elements": ["O", "C", "C", "N", "C", "C", "H", "H", "H", "H", "H"], "positions_angstrom": [[-1.68, 0.51, 0.03], [-0.46, -0.96, 0.83], [-0.41, 0.55, 0.74], [0.68, 0.89, -0.15], [1.05, -0.25, -0.78], [0.36, -1.33, -0.28], [-2.30, 0.08, 0.65], [-0.47, 1.24, 1.58], [0.97, 1.82, -0.41], [1.82, -0.22, -1.55], [0.44, -2.33, -0.68]], "lowdin_charge": [-0.05, 0.03, -0.40, 0.06, -0.08, -0.15, 0.09, 0.14, 0.14, 0.12, 0.08], "orbital_gap_ev": 8.3, "e_above_lowest_kcal_mol": 88.0, "homo_ev": -8.2}

***

{"formula": "C4H5NO", "method": "the ωB97M-V functional and the def2-TZVPD basis", "elements": ["N", "C", "C", "C", "C", "O", "H", "H", "H", "H", "H"], "positions_angstrom": [[2.23, 1.18, 0.25], [1.47, 0.35, 0.54], [0.27, -0.43, 0.71], [-0.36, -1.04, -0.53], [-0.86, 0.27, -0.05], [-0.58, 1.42, -0.76], [0.10, -0.87, 1.68], [-0.97, -1.92, -0.36], [0.23, -1.05, -1.44], [-1.82, 0.32, 0.46], [0.29, 1.76, -0.50]], "lowdin_charge": [0.17, -0.19, -0.20, -0.04, -0.33, 0.00, 0.14, 0.11, 0.12, 0.15, 0.07], "orbital_gap_ev": 11.3, "smiles": "N#C[C@@H]1C[C@@H]1O", "e_above_lowest_kcal_mol": 33.7, "homo_ev": -10.4}

***

{"formula": "C4H5NO", "method": "the ωB97M-V functional and the def2-TZVPD basis", "elements": ["C", "C", "N", "O", "C", "C", "H", "H", "H", "H", "H"], "positions_angstrom": [[0.36, -1.78, 0.33], [0.05, -0.32, 0.21], [0.74, 0.56, 0.90], [0.39, 1.80, 0.57], [-0.58, 1.66, -0.50], [-0.93, 0.27, -0.68], [1.09, -1.96, 1.12], [-0.55, -2.35, 0.53], [0.77, -2.13, -0.62], [-1.32, 2.46, -0.42], [-0.01, 1.80, -1.45]], "lowdin_charge": [-0.06, -0.38, 0.12, -0.08, -0.22, 0.11, 0.08, 0.08, 0.08, 0.13, 0.15], "orbital_gap_ev": 8.5, "e_above_lowest_kcal_mol": 106.2, "homo_ev": -9.3}